Entry 1:
C22H35NO9 | the ωB97M-V functional and the def2-TZVPD basis

```
67
Properties=species:S:1:pos:R:3:forces:R:3
N 0.5943 -0.7803 -4.2441 0.2 -0.1 0.2
C 0.4924 0.6102 -4.1695 -0.2 0.4 -0.1
C -0.5336 1.4448 -3.9568 -0.1 -0.4 0.3
C -1.9511 1.1508 -3.7396 -0.3 -0.2 -0.2
C -2.5594 0.1024 -4.4426 -0.2 0.1 0.3
C -3.8959 -0.2080 -4.2348 0.0 0.2 0.2
C -4.6489 0.5242 -3.3216 0.4 0.3 0.1
C -4.0586 1.5833 -2.6381 0.3 -0.2 -0.2
C -2.7214 1.8991 -2.8452 -0.1 -0.2 -0.1
C 0.0137 2.8319 -3.9253 -0.4 -0.6 0.0
O -0.6048 3.8333 -3.8064 0.0 0.8 0.1
O 1.3668 2.7762 -4.0811 0.1 0.2 -0.1
C 1.7165 1.4477 -4.2764 -0.3 0.2 0.1
O 2.8335 1.1264 -4.4600 0.9 -0.2 -0.3
H 0.1786 -1.2437 -3.4494 -0.2 -0.1 -0.1
H 0.2713 -1.1670 -5.1161 0.0 -0.1 0.0
H -2.0014 -0.4775 -5.1567 0.2 0.0 -0.1
H -4.3561 -1.0131 -4.7848 0.0 -0.1 -0.1
H -5.6852 0.2997 -3.1286 -0.1 -0.1 -0.1
H -4.6258 2.1739 -1.9364 -0.1 0.0 0.1
H -2.2807 2.7165 -2.2996 0.1 0.1 0.0
C 5.1515 -0.6565 -2.6847 0.1 0.0 0.1
O 4.8396 -0.1865 -1.3895 -0.2 -0.2 0.0
C 3.7468 0.7161 -1.3928 0.4 0.0 0.2
C 3.0467 0.7282 -0.0544 -0.1 0.1 0.0
O 2.1713 -0.3784 0.1370 0.1 0.0 0.0
C 2.7663 -1.6369 0.4216 -0.1 0.0 0.0
C 3.3111 -1.7582 1.8271 0.2 0.0 0.0
O 4.5657 -1.1119 1.9418 -0.1 0.2 0.0
C 4.8868 -0.7993 3.2775 0.0 -0.1 -0.1
H 5.4490 0.1642 -3.3447 0.0 0.0 -0.1
H 5.9811 -1.3549 -2.5869 0.0 0.0 0.0
H 4.2977 -1.1808 -3.1278 0.0 0.1 -0.1
H 3.0259 0.4345 -2.1608 0.0 0.0 -0.1
H 4.1258 1.7235 -1.6127 -0.1 0.0 -0.1
H 2.3932 1.6046 -0.0369 0.0 0.0 0.0
H 3.7534 0.8300 0.7706 0.1 -0.1 -0.1
H 3.5254 -1.8938 -0.3191 0.1 0.1 0.1
H 1.9524 -2.3603 0.3252 0.0 0.0 0.0
H 3.4406 -2.8222 2.0706 -0.1 0.0 0.0
H 2.5914 -1.3190 2.5295 0.0 0.0 0.0
H 4.1328 -0.1359 3.7177 0.0 0.0 0.0
H 5.8451 -0.2839 3.2743 0.0 0.0 0.0
H 4.9723 -1.7058 3.8883 0.0 0.0 0.1
C -3.7033 1.9968 5.1548 0.1 0.0 -0.1
O -2.7718 1.1870 4.4753 -0.2 -0.1 0.0
C -2.2767 0.1332 5.2843 0.1 0.2 -0.1
C -1.7829 -1.0168 4.4359 0.1 -0.1 0.0
O -2.8165 -1.8456 3.9244 0.0 0.0 0.0
C -3.5744 -1.3454 2.8324 -0.1 -0.1 0.0
C -2.8415 -1.3782 1.5103 0.0 0.2 -0.1
O -1.9314 -0.2992 1.4123 0.1 -0.1 0.1
C -0.9205 -0.5330 0.4555 -0.2 0.1 0.0
H -3.2476 2.4855 6.0238 -0.1 0.0 0.0
H -4.0443 2.7610 4.4590 0.0 0.0 0.0
H -4.5691 1.4091 5.4820 0.0 0.0 0.1
H -3.0599 -0.2297 5.9603 0.0 0.0 0.0
H -1.4412 0.5180 5.8856 0.0 -0.1 0.1
H -1.1945 -1.6709 5.0835 0.0 0.0 0.0
H -1.1263 -0.6617 3.6392 -0.1 0.1 0.0
H -3.9608 -0.3459 3.0401 0.1 0.1 -0.1
H -4.4287 -2.0212 2.7519 0.0 0.0 0.0
H -3.5713 -1.2995 0.6913 0.0 -0.1 0.0
H -2.3097 -2.3337 1.4201 0.0 0.0 0.0
H -0.3451 -1.4295 0.7085 0.0 0.0 -0.1
H -0.2468 0.3171 0.4612 0.0 0.0 0.0
H -1.3515 -0.6448 -0.5492 0.0 -0.1 0.0
```
Positions in Å, forces in eV/Å.

The value obtained for the largest force on an atom is 0.018 hartree/bohr. The value obtained for the energy above the lowest of the compared OMol25 structures with the same formula, charge and spin is 0.0 kcal per mole. The calculation puts the total energy at -43296.03439 eV. The gap between HOMO and LUMO is 8.29 eV. The value obtained for the HOMO energy is -9.18 eV. The value obtained for the lowest unoccupied orbital energy is -0.898 eV.

Entry 2:
C4H9N4O | the ωB97M-V functional and the def2-TZVPD basis

```
18
Properties=species:S:1:pos:R:3:forces:R:3
C -0.9066 -0.1431 -0.5192 0.0 0.8 -0.5
C -2.2230 0.3856 0.0945 2.2 -1.3 1.6
C 0.5419 -2.0461 -0.0156 1.1 -0.4 0.9
C 1.8402 0.6838 1.1508 -0.8 -0.5 1.6
N -0.2962 -1.1338 -0.2218 -1.5 0.7 -0.8
N 1.0905 1.1426 -1.0193 1.0 -0.7 2.8
N -3.1855 0.6466 -0.7650 -2.3 0.7 2.2
N 1.9025 0.4554 -0.2726 -1.7 -1.1 -3.2
O -2.1859 0.4074 1.3147 -0.7 0.4 -1.2
H 1.2210 -1.8188 0.8052 -0.1 -0.8 0.1
H 0.4691 -3.0110 -0.5053 0.2 0.2 -0.1
H 0.7793 0.6549 1.5761 1.1 -0.2 -0.9
H 2.4440 -0.0659 1.7015 -0.2 0.6 -0.5
H 2.1626 1.6952 1.3618 0.4 0.1 -0.1
H 1.2308 0.8926 -1.9759 0.0 -0.5 -1.1
H -2.9906 0.8087 -1.7175 0.0 0.2 -1.0
H -4.0769 0.9703 -0.2893 1.4 -0.4 -1.3
H 2.1830 -0.5244 -0.7032 0.0 2.1 1.4
```
Positions in Å, forces in eV/Å.

The value obtained for the largest force on an atom is 0.073 hartree/bohr. The value obtained for the energy above the lowest of the compared OMol25 structures with the same formula, charge and spin is 111.8 kcal per mole. The charge is +1. The calculation puts the total energy at -12290.77200 eV. The gap between HOMO and LUMO (alpha / beta) is 7.54 / 7.54 eV. The value obtained for the HOMO energy (alpha / beta) is -12.99 / -12.99 eV. The value obtained for the lowest unoccupied orbital energy (alpha / beta) is -5.450 / -5.449 eV.

Entry 3:
C3H9N2O | the ωB97M-V functional and the def2-TZVPD basis

```
15
Properties=species:S:1:pos:R:3:forces:R:3
O -0.9641 0.0582 1.1223 -0.1 0.1 0.2
C 0.0618 0.6055 0.7569 0.1 -0.6 -0.7
N 0.3906 1.8535 1.0364 0.5 1.6 0.5
C 1.0377 -0.3265 -0.0562 -1.2 1.2 1.5
N 0.0949 -1.2959 -0.6752 0.8 -0.3 0.8
C -0.7279 -0.7898 -1.8044 0.5 0.4 -0.7
H -0.1543 2.3898 1.6996 -0.5 -0.5 -0.1
H 1.2187 2.3841 0.7897 0.1 -0.9 -0.4
H 1.7025 0.1715 -0.7456 0.2 -0.2 -0.2
H 1.5089 -0.7997 0.8187 0.5 -0.3 -0.8
H -0.5470 -1.4630 0.1320 0.0 0.0 -0.3
H 0.6390 -2.1418 -0.8558 -0.5 -0.1 -0.4
H -0.8627 0.2914 -1.6816 -0.6 -0.5 0.4
H -1.6279 -1.3948 -1.8853 -0.1 0.4 0.2
H -0.1963 -0.8500 -2.7464 0.4 -0.4 0.0
```
Positions in Å, forces in eV/Å.

The value obtained for the largest force on an atom is 0.044 hartree/bohr. The value obtained for the energy above the lowest of the compared OMol25 structures with the same formula, charge and spin is 17.6 kcal per mole. The charge is +1. The calculation puts the total energy at -8278.30947 eV. The gap between HOMO and LUMO is 11.83 eV. The value obtained for the HOMO energy is -15.07 eV. The value obtained for the lowest unoccupied orbital energy is -3.239 eV.

Entry 4:
C24H53AsHgN7OSi2 | the ωB97M-V functional and the def2-TZVPD basis

```
89
Properties=species:S:1:pos:R:3:forces:R:3
Hg 0.5320 0.4488 0.0617 0.1 -0.1 -0.2
C -0.9487 6.4802 0.2824 0.1 -0.1 0.2
N -1.0672 5.4475 -0.7188 0.1 -0.2 -0.3
C -1.8581 5.8017 -1.8849 -0.1 0.0 -0.1
C -2.0900 4.4550 -2.5581 0.0 0.1 -0.1
N -2.0268 3.5510 -1.4359 -0.3 0.4 -0.3
C -2.0829 2.1430 -1.7010 0.1 -0.1 0.1
C -1.2237 4.0812 -0.4432 0.1 0.0 0.3
N -0.7607 3.3348 0.4728 -0.2 -0.3 -0.1
C -0.0185 3.7796 1.6203 -0.1 0.1 0.2
C -0.0282 2.6949 2.7154 0.0 0.2 0.0
N 1.2160 1.9732 2.6907 0.2 0.1 -0.1
C 1.6369 1.1624 3.5674 -0.1 0.2 0.0
N 2.9258 0.6617 3.4756 0.1 -0.3 0.4
C 3.6556 0.7185 2.2403 0.0 0.0 -0.1
C 3.0616 -0.5002 4.3213 0.0 -0.1 0.0
C 2.0402 -0.1926 5.4115 0.2 -0.1 0.1
N 1.0444 0.5864 4.6988 0.2 -0.2 -0.2
C 0.0574 1.2435 5.5196 -0.1 0.2 -0.1
H -0.9318 7.4440 -0.2281 0.0 0.0 0.0
H -0.0182 6.3771 0.8379 -0.1 0.1 0.0
H -1.7876 6.4825 0.9909 0.0 0.0 0.0
H -1.3067 6.5034 -2.5186 -0.1 0.0 0.1
H -2.8115 6.2649 -1.5889 0.1 0.0 0.0
H -1.3011 4.2320 -3.2935 0.0 0.0 0.0
H -3.0585 4.3856 -3.0593 0.1 0.1 0.0
H -2.9732 1.9401 -2.2990 0.0 -0.1 0.0
H -2.1499 1.6175 -0.7506 0.0 -0.1 0.0
H -1.1945 1.7916 -2.2498 -0.1 0.0 0.1
H -0.4381 4.6945 2.0524 0.0 0.0 0.0
H 1.0268 3.9719 1.3468 0.0 0.1 0.1
H -0.8760 2.0277 2.5204 -0.1 0.1 0.1
H -0.1750 3.1900 3.6827 -0.1 0.0 0.0
H 3.4156 1.6602 1.7538 0.1 0.0 -0.1
H 3.3862 -0.1038 1.5645 0.0 0.0 0.0
H 4.7242 0.6706 2.4538 0.0 0.0 0.0
H 4.0811 -0.5931 4.7016 -0.1 0.0 0.0
H 2.8100 -1.4289 3.7812 0.0 0.1 0.0
H 2.5039 0.3939 6.2206 0.0 0.0 -0.1
H 1.5822 -1.0865 5.8452 0.1 0.1 0.0
H -0.2481 0.5513 6.3072 0.0 0.0 -0.1
H -0.8182 1.4933 4.9254 0.0 0.0 0.1
H 0.4455 2.1563 5.9948 0.0 -0.1 0.0
O -2.0217 -0.3136 1.7447 0.0 0.2 -0.3
C -2.1412 -1.4054 2.2419 0.1 -0.2 0.8
C -0.9898 -2.2723 2.6873 0.1 0.2 -0.3
C -0.7019 -3.1769 1.4687 0.0 -0.2 0.1
C -1.9108 -3.9061 0.8568 0.1 0.1 -0.2
C -2.9074 -3.0139 0.0958 -0.1 -0.1 0.1
C -3.9425 -2.3158 1.0030 0.0 0.0 -0.4
N -3.3640 -2.0603 2.3126 -0.3 0.0 0.4
H -1.2602 -2.8716 3.5595 0.0 0.0 0.0
H -0.1133 -1.6629 2.9112 -0.1 0.0 0.1
H 0.0349 -3.9282 1.7652 0.0 0.1 0.0
H -0.2491 -2.5535 0.6910 0.0 0.0 0.0
H -2.4327 -4.4886 1.6213 0.0 -0.1 0.0
H -1.5087 -4.6241 0.1390 0.0 -0.1 0.0
H -3.4367 -3.6245 -0.6393 0.0 0.1 -0.1
H -2.3401 -2.2548 -0.4469 0.0 0.0 -0.1
H -4.8275 -2.9386 1.1424 0.0 0.1 0.0
H -4.2383 -1.3628 0.5612 -0.1 -0.1 0.0
H -3.3189 -2.9139 2.8571 0.1 0.2 -0.1
C 2.3683 -3.9766 -2.3913 -0.2 0.7 -0.2
Si 2.8935 -2.1463 -2.6224 1.3 -1.0 0.6
C 3.7360 -1.6661 -0.9661 -0.5 0.1 -0.6
C 4.2764 -2.1398 -3.9540 -0.7 0.2 0.3
As 1.3291 -0.5096 -3.1872 0.0 0.3 0.2
Si -0.4082 -1.7124 -4.1652 -1.2 -0.6 -0.8
C -1.9277 -0.5472 -4.2228 0.7 -0.2 0.2
C -1.0056 -3.3612 -3.3789 0.4 0.5 0.0
C 0.0261 -2.1005 -5.9924 0.2 0.3 0.7
H 3.2198 -4.6050 -2.1456 0.3 0.1 0.0
H 1.9114 -4.3804 -3.2888 -0.1 -0.1 -0.2
H 1.6525 -4.0744 -1.5798 -0.2 0.0 0.1
H 4.6438 -2.2302 -0.7772 0.2 -0.2 -0.1
H 3.0590 -1.8407 -0.1321 -0.1 0.0 0.1
H 3.9929 -0.6093 -0.9702 0.0 0.2 0.0
H 4.9078 -3.0220 -3.9080 0.0 -0.2 0.2
H 4.9126 -1.2663 -3.8368 0.1 0.2 0.0
H 3.8435 -2.0968 -4.9497 0.0 0.0 -0.2
H -2.2790 -0.3247 -3.2179 0.0 0.0 0.2
H -2.7567 -0.9703 -4.7813 -0.1 -0.2 -0.1
H -1.6539 0.3947 -4.6943 0.0 0.1 0.0
H -2.0479 -3.3164 -3.0735 -0.2 0.2 0.0
H -0.4188 -3.5971 -2.4975 0.1 -0.1 0.2
H -0.9070 -4.1967 -4.0694 0.1 0.0 -0.1
H 0.2350 -1.1823 -6.5362 0.1 0.1 -0.1
H -0.7919 -2.6062 -6.4962 -0.2 -0.1 0.0
H 0.9060 -2.7350 -6.0654 0.1 -0.1 0.0
```
Positions in Å, forces in eV/Å.

The value obtained for the largest force on an atom is 0.033 hartree/bohr. The value obtained for the energy above the lowest of the compared OMol25 structures with the same formula, charge and spin is 0.0 kcal per mole. The calculation puts the total energy at -118996.03541 eV. The gap between HOMO and LUMO (alpha / beta) is 7.46 / 6.35 eV. The value obtained for the HOMO energy (alpha / beta) is -6.73 / -7.28 eV. As for the spin multiplicity: 2. The value obtained for the lowest unoccupied orbital energy (alpha / beta) is 0.725 / -0.927 eV.

- Which of these has the lowest largest force on an atom?
  C22H35NO9